Density functional theory data (ωB97M-V/def2-TZVPD) for a cluster of 7 separate species, C29H48IN2O15PS in total.

Computed properties:
HOMO level in eV: -9.125
SMILES: CS(=O)(=O)[PH](N)(CCCI)N=C=O.O=C1CCCO1.O=C1CCCO1.O=C1CCCO1.O=C1CCCO1.O=C1CCCO1.O=C1CCCO1
Gap between HOMO and LUMO in eV: 9.435
Lowest unoccupied orbital energy in eV: 0.3

```
! RIJCOSX wB97M-V def2-TZVPD def2/J DEFGRID3
* xyz 0 1
C 0.57 -2.76 4.93
S 1.06 -1.77 3.44
O 2.52 -2.01 3.26
O 0.88 -0.35 3.80
P -0.05 -2.42 1.68
N -1.44 -1.51 2.08
C 1.30 -1.94 0.49
C 1.61 -0.40 0.40
C 0.67 0.38 -0.62
I -0.84 1.63 0.34
N -1.00 -3.11 0.27
C -0.73 -4.27 0.08
O -0.36 -5.36 -0.11
H 0.80 -2.10 5.81
H -0.50 -3.06 4.87
H 1.29 -3.61 4.97
H 0.00 -3.76 2.21
H -1.23 -0.54 2.35
H -2.09 -1.48 1.29
H 1.02 -2.27 -0.55
H 2.25 -2.50 0.71
H 1.63 0.13 1.38
H 2.65 -0.31 -0.03
H 0.24 -0.28 -1.41
H 1.34 1.11 -1.16
O -3.00 -4.35 2.13
C -3.59 -5.38 1.93
O -3.86 -6.29 2.90
C -4.49 -7.44 2.31
C -5.08 -6.95 1.00
C -4.10 -5.86 0.60
H -3.73 -8.21 2.16
H -5.25 -7.83 2.98
H -5.19 -7.74 0.26
H -6.06 -6.51 1.18
H -3.26 -6.26 0.02
H -4.60 -5.06 0.05
O 1.43 4.70 -0.42
C 2.31 4.02 0.03
O 2.86 2.96 -0.60
C 3.81 2.32 0.27
C 4.21 3.38 1.27
C 2.94 4.20 1.39
H 3.33 1.46 0.74
H 4.66 1.96 -0.32
H 4.56 2.96 2.21
H 5.01 3.99 0.86
H 2.27 3.79 2.15
H 3.16 5.25 1.59
O -4.92 6.24 1.69
C -3.84 6.21 1.15
O -2.72 5.74 1.74
C -1.59 5.95 0.87
C -2.18 6.09 -0.52
C -3.53 6.73 -0.23
H -1.07 6.85 1.19
H -0.91 5.10 0.94
H -1.55 6.67 -1.20
H -2.33 5.10 -0.96
H -3.46 7.82 -0.20
H -4.29 6.42 -0.95
O -4.17 4.46 -3.23
C -3.10 4.43 -3.76
O -1.98 3.95 -3.17
C -0.85 4.16 -4.03
C -1.43 4.30 -5.42
C -2.77 4.95 -5.15
H -0.32 5.06 -3.70
H -0.17 3.31 -3.95
H -0.79 4.87 -6.09
H -1.58 3.31 -5.86
H -2.70 6.04 -5.11
H -3.53 4.63 -5.87
O 5.69 0.22 0.89
C 6.19 -0.57 1.65
O 6.69 -1.77 1.27
C 7.11 -2.50 2.43
C 7.33 -1.46 3.50
C 6.30 -0.40 3.14
H 6.32 -3.21 2.69
H 8.02 -3.06 2.20
H 7.23 -1.85 4.51
H 8.34 -1.04 3.41
H 5.33 -0.61 3.60
H 6.65 0.60 3.40
O -0.76 -0.54 -3.96
C -1.42 -1.53 -4.08
O -2.05 -1.87 -5.24
C -2.85 -3.05 -5.02
C -2.23 -3.72 -3.81
C -1.72 -2.54 -3.01
H -3.88 -2.74 -4.85
H -2.81 -3.68 -5.91
H -2.94 -4.36 -3.26
H -1.39 -4.35 -4.12
H -2.49 -2.14 -2.34
H -0.82 -2.79 -2.45
*
```

Here are the Mulliken charges for atoms 1 to 4, given in e: C -1.110; S 1.155; O -0.679; O -0.710



Density functional theory data (ωB97M-V/def2-TZVPD) for a structure of composition C29H48N4O2PPd.

Computed properties:
HOMO level (alpha / beta) in eV: -14.003 / -14.426
⟨S²⟩: 6.05
Gap between HOMO and LUMO (alpha / beta) in eV: 8.298 / 5.644
Lowest unoccupied orbital energy (alpha / beta) in eV: -5.7 / -8.8

```
! RIJCOSX wB97M-V def2-TZVPD def2/J DEFGRID3
* xyz 3 5
Pd -3.14 -0.90 -0.19
N -2.96 1.12 0.71
C -3.14 2.25 -0.24
C -4.36 2.06 -1.14
C -4.09 1.10 -2.26
O -4.58 1.49 -3.41
O -3.45 0.05 -2.16
H -3.64 1.19 1.45
H -2.05 1.23 1.17
H -2.24 2.34 -0.84
H -3.26 3.19 0.31
H -4.67 3.01 -1.56
H -5.21 1.67 -0.57
C -6.63 -1.32 -2.11
C -6.79 -1.55 -0.64
C -8.13 -1.98 -0.14
P -5.31 -1.84 0.33
C -5.71 -1.68 2.11
C -6.30 -0.30 2.41
C -4.46 -1.96 2.93
C -4.87 -3.60 0.09
C -5.70 -4.63 0.44
C -5.35 -5.98 0.21
C -6.26 -7.09 0.58
C -4.11 -6.24 -0.40
C -3.25 -5.24 -0.76
C -3.60 -3.88 -0.53
N -2.79 -2.86 -0.83
C -1.55 -3.06 -1.49
C -0.38 -2.96 -0.73
C -0.44 -2.75 0.76
C 0.84 -3.12 -1.39
C 0.90 -3.34 -2.76
C 2.22 -3.54 -3.44
C -0.29 -3.41 -3.48
C -1.53 -3.27 -2.87
C -2.80 -3.33 -3.67
H -7.22 -0.45 -2.43
H -7.02 -2.17 -2.67
H -5.59 -1.17 -2.41
H -4.37 0.85 -4.11
H -8.34 -3.01 -0.47
H -8.91 -1.36 -0.59
H -8.23 -1.94 0.94
H -6.46 -2.45 2.33
H -5.58 0.49 2.21
H -6.57 -0.24 3.46
H -7.20 -0.09 1.82
H -3.68 -1.22 2.74
H -4.04 -2.95 2.73
H -4.69 -1.92 3.99
H -6.65 -4.43 0.91
H -7.14 -6.74 1.12
H -5.74 -7.82 1.21
H -6.59 -7.63 -0.31
H -3.82 -7.27 -0.58
H -2.29 -5.46 -1.21
H -0.97 -1.83 1.03
H 0.56 -2.68 1.18
H -0.96 -3.57 1.26
H 1.75 -3.06 -0.81
H 2.45 -4.60 -3.54
H 3.04 -3.08 -2.88
H 2.21 -3.11 -4.45
H -0.25 -3.57 -4.55
H -2.58 -3.37 -4.73
H -3.42 -2.45 -3.48
H -3.40 -4.21 -3.42
N 15.68 9.82 2.57
C 15.36 9.38 1.17
C 13.90 8.93 1.11
N 13.56 7.93 2.09
C 13.92 8.31 3.44
C 15.38 8.73 3.58
H 15.12 10.64 2.80
H 16.65 10.11 2.64
H 16.05 8.56 0.94
H 15.58 10.21 0.50
H 13.70 8.56 0.11
H 13.26 9.81 1.26
H 13.89 7.01 1.84
H 13.73 7.49 4.12
H 13.28 9.14 3.75
H 16.07 7.92 3.36
H 15.61 9.13 4.57
*
```

Here are the Mulliken charges for atoms 1 to 4, given in e: Pd -0.354; N -0.310; C -0.761; C -0.442



Density functional theory data (ωB97M-V/def2-TZVPD) for a cluster of 3 separate species, C29H48N5O2S in total.

Computed properties:
HOMO level (alpha / beta) in eV: -9.772 / -10.614
⟨S²⟩: 2.01
Gap between HOMO and LUMO (alpha / beta) in eV: 5.279 / 6.122
Lowest unoccupied orbital energy (alpha / beta) in eV: -4.5 / -4.5

```
! RIJCOSX wB97M-V def2-TZVPD def2/J DEFGRID3
* xyz 1 3
C -4.66 0.11 7.42
C -6.12 0.48 7.05
N -7.14 0.00 7.97
C -7.21 -1.23 8.06
S -7.29 -2.77 7.96
C -6.01 1.99 6.90
N -6.00 2.38 5.69
C -6.13 1.34 4.65
C -4.88 0.89 3.95
C -4.91 -0.12 3.01
C -3.72 -0.46 2.42
N -2.53 0.05 2.66
C -2.50 1.02 3.55
C -3.65 1.43 4.19
C -6.54 0.14 5.57
H -4.02 0.43 6.60
H -4.40 0.71 8.29
H -4.55 -0.95 7.61
H -5.96 2.59 7.80
H -5.91 3.38 5.53
H -6.96 1.64 4.02
H -5.84 -0.60 2.74
H -3.76 -1.25 1.67
H -1.57 1.51 3.79
H -3.56 2.22 4.93
H -7.60 -0.10 5.49
H -6.01 -0.77 5.31
C 0.00 -1.70 -3.41
C -1.23 -0.79 -3.62
C -0.93 0.51 -4.40
C -0.29 1.65 -3.61
C -1.03 1.88 -2.30
C -1.17 0.59 -1.49
N -1.82 -0.49 -2.28
O -3.08 -0.21 -2.43
C 0.25 0.21 -1.01
C -1.94 0.85 -0.20
C -2.13 -1.61 -4.55
H 0.36 -1.73 -2.38
H -0.24 -2.74 -3.62
H 0.84 -1.41 -4.05
H -1.88 0.90 -4.78
H -0.33 0.27 -5.27
H 0.77 1.44 -3.44
H -0.32 2.56 -4.21
H -0.51 2.64 -1.71
H -2.02 2.30 -2.51
H 0.24 -0.69 -0.40
H 0.65 1.02 -0.39
H 0.97 0.08 -1.82
H -2.93 1.25 -0.38
H -1.41 1.57 0.42
H -2.04 -0.07 0.38
H -2.50 -2.51 -4.06
H -1.54 -1.91 -5.42
H -2.98 -1.05 -4.92
C 5.61 -1.03 -0.19
C 5.10 -1.44 -1.59
C 6.08 -2.31 -2.40
C 7.23 -1.59 -3.09
C 6.71 -0.38 -3.87
C 5.87 0.53 -2.98
N 4.74 -0.20 -2.34
O 3.86 -0.50 -3.24
C 6.83 1.18 -1.96
C 5.35 1.72 -3.79
C 3.91 -2.36 -1.28
H 5.87 0.02 -0.10
H 4.83 -1.16 0.56
H 6.48 -1.62 0.12
H 5.52 -2.82 -3.19
H 6.47 -3.11 -1.75
H 8.00 -1.30 -2.37
H 7.73 -2.28 -3.78
H 7.55 0.17 -4.29
H 6.12 -0.73 -4.73
H 6.30 1.87 -1.30
H 7.59 1.75 -2.49
H 7.37 0.46 -1.35
H 4.75 1.40 -4.65
H 6.18 2.30 -4.18
H 4.74 2.38 -3.17
H 3.09 -1.82 -0.80
H 4.25 -3.14 -0.60
H 3.52 -2.86 -2.17
*
```

Here are the Mulliken charges for atoms 1 to 4, given in e: C -1.266; C 1.565; N -0.719; C 0.531



Which formula does entry 2 have?
C29H48N4O2PPd